1.
C14H25N5O6RuS as an isolated structure in a non-equilibrium geometry, computed with wB97M-V/def2-TZVPD.

Summary:
<S²>: 8.86
net charge: +1
HOMO-LUMO gap (spin up / spin down): 5.94 / 6.57 eV
HOMO level (spin up / spin down): -9.61 / -11.66 eV
calculated total energy: -1766.11955 hartree
multiplicity: 6

Each line ends with the Mulliken charge.
Positions of all 52 atoms, in Å:
O1 -1.23 1.50 -2.82  -0.58
H1 -0.83 1.77 -3.66  0.30
Ru1 -0.53 0.36 -0.04  -0.39
N1 -0.32 -1.55 0.47  0.99
N2 -2.43 -0.27 -0.25  0.54
N3 1.21 0.86 0.77  0.54
N4 -0.52 2.39 -0.24  0.54
O2 0.78 -2.13 0.86  -0.81
O3 2.14 -0.02 1.27  -0.59
O4 -1.28 3.09 -1.06  -0.65
O5 -3.42 0.50 -0.41  -0.52
C1 -2.60 -1.63 -0.09  0.25
C2 -1.45 -2.32 0.36  0.33
C3 1.56 2.16 0.80  0.20
C4 0.55 3.03 0.31  0.35
C5 -1.36 -3.72 0.83  -1.20
H2 -1.15 -3.76 1.91  0.12
H3 -0.55 -4.24 0.31  0.34
H4 -2.30 -4.23 0.64  0.40
C6 -3.97 -2.22 -0.20  -1.53
H5 -4.54 -1.71 -0.99  0.39
H6 -4.53 -2.13 0.74  0.29
H7 -3.89 -3.29 -0.46  0.47
C7 2.86 2.59 1.39  -1.46
C8 0.66 4.52 0.31  -1.45
H8 3.60 1.79 1.30  0.42
H9 2.75 2.85 2.45  0.24
H10 3.22 3.49 0.87  0.41
H11 -0.23 4.98 -0.11  0.40
H12 1.52 4.85 -0.28  0.36
H13 0.78 4.89 1.33  0.34
H14 1.68 -0.94 1.09  0.47
H15 -1.27 2.31 -2.14  0.46
C9 -0.05 0.12 -1.93  -0.33
H16 -0.93 -0.58 -1.78  0.19
H17 0.60 0.95 -1.51  0.24
H18 0.58 -0.27 -2.78  0.50
O6 2.27 -1.52 -3.74  -0.66
H19 3.12 -1.05 -3.81  0.32
H20 2.46 -2.30 -3.20  0.32
S1 -1.52 0.81 2.30  -0.29
C10 -0.58 -0.18 3.33  0.51
N5 0.63 0.30 3.74  -0.06
C11 1.56 -0.49 4.35  -0.26
C12 1.25 -1.80 4.64  -0.66
C13 -0.02 -2.30 4.34  -0.19
C14 -0.95 -1.48 3.70  -0.70
H21 0.85 1.28 3.53  0.29
H22 2.52 -0.01 4.54  0.43
H23 2.00 -2.43 5.11  0.42
H24 -0.29 -3.33 4.58  0.47
H25 -1.96 -1.79 3.44  0.53

***

2.
A 2-piece molecular cluster, CHBrClNO2 overall in a non-equilibrium geometry, computed with wB97M-V/def2-TZVPD.

Summary:
HOMO-LUMO gap (spin up / spin down): 8.84 / 6.32 eV
relative energy (zero: lowest compared OMol25 entry of this formula, charge and spin): 231.8 kJ/mol
HOMO level (spin up / spin down): -11.10 / -9.96 eV
calculated total energy: -3277.93651 hartree
multiplicity: 1

Each line ends with the Mulliken charge.
Positions of all 7 atoms, in Å:
C1 -0.59 -0.34 0.46  -0.34
N1 0.30 -0.40 -0.70  0.97
O1 1.14 -1.22 -0.48  -0.53
O2 0.07 0.14 -1.74  -0.52
Cl1 -2.07 0.31 0.23  -0.02
Br1 1.07 2.18 0.92  -0.05
H1 0.07 -0.67 1.31  0.51

***

3.
An isolated ion of composition C6H9N2O3 and charge -1 in a non-equilibrium geometry, computed with wB97M-V/def2-TZVPD.

Summary:
net charge: -1
HOMO-LUMO gap: 8.77 eV
relative energy (zero: lowest compared OMol25 entry of this formula, charge and spin): 0.0 kJ/mol
HOMO level: -4.99 eV
SMILES: CC(C)(N)[C@@](O)(C#N)C(=O)[O-]
calculated total energy: -569.30381 hartree
multiplicity: 1

Each line ends with the Mulliken charge.
Positions of all 20 atoms, in Å:
C1 1.55 -0.41 -0.96  -1.61
C2 0.57 0.12 0.06  1.20
C3 0.89 -0.57 1.45  -1.67
N1 0.86 1.51 0.25  -0.81
C4 -0.83 -0.19 -0.42  0.80
O1 -1.05 -0.13 -1.74  -0.62
C5 -1.19 -1.58 0.06  -0.12
N2 -1.54 -2.65 0.31  -0.68
C6 -1.98 0.86 0.33  0.64
O2 -2.90 1.05 -0.51  -0.82
O3 -1.72 1.42 1.35  -0.64
H1 1.22 0.03 -1.97  0.31
H2 1.48 -1.54 -0.97  0.31
H3 2.54 -0.05 -0.57  0.43
H4 0.02 -0.33 2.01  0.56
H5 1.91 -0.23 1.50  0.49
H6 1.10 -1.65 1.15  0.32
H7 0.60 2.16 -0.56  0.26
H8 0.38 1.84 0.99  0.27
H9 -1.91 0.34 -1.77  0.39

***

4.
C2H4 as an isolated structure in a non-equilibrium geometry, computed with wB97M-V/def2-TZVPD.

Summary:
<S²>: 0.76
net charge: +1
HOMO-LUMO gap (spin up / spin down): 10.74 / 7.70 eV
relative energy (zero: lowest compared OMol25 entry of this formula, charge and spin): 503.8 kJ/mol
HOMO level (spin up / spin down): -18.83 / -18.83 eV
calculated total energy: -77.96893 hartree
multiplicity: 2

Each line ends with the Mulliken charge.
Positions of all 6 atoms, in Å:
C1 0.04 -0.28 0.74  0.00
C2 -0.46 -0.06 -0.43  0.10
H1 0.67 -1.06 0.07  0.38
H2 -0.60 -0.66 1.87  0.46
H3 1.24 2.06 -1.47  0.03
H4 1.04 1.68 -2.11  0.03

***

5.
A 3-piece molecular cluster, C4H11O4 overall in a non-equilibrium geometry, computed with wB97M-V/def2-TZVPD.

Summary:
net charge: -1
HOMO-LUMO gap: 7.37 eV
relative energy (zero: lowest compared OMol25 entry of this formula, charge and spin): 147.3 kJ/mol
HOMO level: -4.20 eV
calculated total energy: -459.99429 hartree
multiplicity: 1

Each line ends with the Mulliken charge.
Positions of all 19 atoms, in Å:
O1 0.07 0.61 1.30  -0.68
C1 -1.04 0.64 0.80  0.41
O2 -1.96 1.42 0.82  -0.70
C2 -1.41 -0.69 -0.14  -0.73
C3 -0.68 -1.90 0.31  0.52
C4 -0.17 -2.71 -0.81  -1.47
H1 -1.13 -0.41 -1.13  0.30
H2 -2.58 -0.73 0.13  0.17
H3 -1.24 -2.68 0.91  0.19
H4 0.18 -1.42 1.08  -0.25
H5 -1.02 -3.25 -1.29  0.30
H6 0.33 -2.22 -1.52  0.52
H7 0.52 -3.56 -0.54  0.30
H8 1.01 3.27 -4.13  0.32
H9 1.44 1.85 -3.77  0.32
O3 1.75 2.75 -3.82  -0.64
H10 1.72 0.49 2.00  0.51
H11 2.03 -0.95 2.23  0.28
O4 2.46 -0.08 2.32  -0.70

***

6.
A 4-piece molecular cluster, C3H13NO3 overall in a non-equilibrium geometry, computed with wB97M-V/def2-TZVPD.

Summary:
HOMO-LUMO gap: 10.18 eV
relative energy (zero: lowest compared OMol25 entry of this formula, charge and spin): 172.6 kJ/mol
HOMO level: -9.53 eV
SMILES: C=CCN.O.O.O
calculated total energy: -402.51468 hartree
multiplicity: 1

Each line ends with the Mulliken charge.
Positions of all 20 atoms, in Å:
C1 0.07 0.72 2.16  -0.80
C2 -0.02 0.81 0.84  -0.06
C3 -1.29 0.96 0.06  -0.53
N1 -1.08 1.07 -1.37  -0.59
H1 1.08 0.58 2.64  0.27
H2 -0.83 1.05 2.73  0.25
H3 0.82 0.55 0.12  0.35
H4 -1.93 0.00 0.34  0.19
H5 -1.81 1.82 0.48  0.44
H6 -1.88 1.30 -1.87  0.17
H7 -0.30 1.51 -1.76  0.19
O1 3.52 1.55 0.34  -0.65
H8 4.01 1.85 1.15  0.32
H9 2.67 2.07 0.37  0.33
O2 -0.66 -4.16 -0.06  -0.61
H10 -0.40 -3.72 0.71  0.29
H11 -0.24 -3.67 -0.72  0.30
O3 -0.68 -1.67 -1.75  -0.59
H12 -0.32 -1.91 -2.57  0.34
H13 -0.75 -0.72 -1.85  0.37